(1)
Molecular formula: C4H7NO5
Method: DFT, the ωB97M-V functional and the def2-TZVPD basis

Last column: Mulliken charge in e.
Geometry (Å):
H 2.914 -0.743 0.898  0.267
N 1.936 -0.752 0.608  -0.533
C 1.513 0.294 0.060  -0.175
C 0.067 0.304 -0.826  0.473
O -0.291 1.594 -1.066  -0.652
O 0.254 -0.394 -1.991  -0.538
C -0.890 -0.414 0.175  0.461
O -0.574 -1.752 0.347  -0.612
O -2.222 -0.320 -0.235  -0.591
C -0.715 0.395 1.470  0.100
O -0.726 1.614 1.512  -0.530
H 2.110 1.190 -0.153  0.421
H -0.562 1.994 -0.185  0.404
H -0.071 0.159 -2.716  0.381
H 0.391 -1.833 0.483  0.385
H -2.407 -1.111 -0.761  0.351
H -0.727 -0.225 2.379  0.388

As for the SMILES: [H]/N=C/C(O)(O)C(O)(O)C=O. The net charge is 0. The value obtained for the highest occupied orbital energy is -9.327 eV. Its total energy is -15987.47070 eV. As for the energy above the lowest of the compared OMol25 structures with the same formula, charge and spin: 237.5 kJ/mol.

---

(2)
Molecular formula: C3H9BrN3S
Method: DFT, the ωB97M-V functional and the def2-TZVPD basis

Last column: Mulliken charge in e.
Geometry (Å):
C 0.543 1.740 -0.340  0.211
C -2.911 -1.460 -0.045  -0.158
C 1.128 -1.567 0.867  -1.061
N 0.890 0.495 -0.281  -0.130
N 1.122 2.697 -1.107  -0.338
N 0.286 -0.443 0.516  -0.158
S -1.687 -2.147 -0.883  -0.081
Br -2.781 0.389 0.526  -0.112
H -0.333 2.116 0.397  0.214
H -3.762 -2.004 0.261  0.432
H 1.331 -2.232 0.075  0.371
H 2.185 -1.409 1.386  0.283
H 0.484 -2.147 1.539  0.404
H 1.681 0.232 -0.975  0.308
H 1.757 2.454 -1.789  0.213
H 0.550 3.477 -1.306  0.254
H -0.483 -0.192 1.160  0.347

The net charge is +1. The value obtained for the highest occupied orbital energy is -12.191 eV. Its total energy is -88595.56184 eV. As for the energy above the lowest of the compared OMol25 structures with the same formula, charge and spin: 138.2 kJ/mol.

---

(3)
Molecular formula: C34H36Cl3GeHgIN3O3P2
Method: DFT, the ωB97M-V functional and the def2-TZVPD basis

Last column: Mulliken charge in e.
Geometry (Å):
Hg 1.081 0.265 -0.488  1.748
C -2.560 -0.379 2.148  -1.060
N -2.313 -0.380 0.693  0.491
P -2.134 -1.896 -0.124  0.438
C -3.846 -2.550 -0.013  0.519
C -4.060 -3.889 -0.346  -0.681
C -5.340 -4.419 -0.373  -0.582
C -6.435 -3.618 -0.075  -0.546
C -6.237 -2.284 0.246  -0.777
C -4.952 -1.755 0.273  0.039
C -1.283 -3.018 1.045  0.087
C -1.890 -3.641 2.136  0.002
C -1.169 -4.510 2.939  -0.648
C 0.169 -4.764 2.665  -0.446
C 0.785 -4.150 1.588  -0.439
C 0.058 -3.289 0.779  -0.062
P -1.458 0.937 0.010  -0.449
C -2.058 0.995 -1.721  0.904
C -3.248 0.423 -2.162  -0.173
C -3.639 0.555 -3.486  -0.627
C -2.852 1.272 -4.377  -0.602
C -1.673 1.857 -3.941  -0.595
C -1.273 1.715 -2.620  -0.730
C -2.329 2.420 0.606  0.602
C -1.591 3.583 0.784  -0.436
C -2.235 4.769 1.116  -0.591
C -3.610 4.789 1.286  -0.570
C -4.351 3.625 1.116  -0.710
C -3.713 2.446 0.768  -0.158
H -3.491 -0.911 2.353  0.317
H -2.649 0.642 2.514  0.583
H -1.752 -0.863 2.699  -0.031
H -3.212 -4.524 -0.577  0.443
H -5.483 -5.462 -0.628  0.405
H -7.435 -4.032 -0.095  0.366
H -7.083 -1.649 0.480  0.415
H -4.804 -0.712 0.525  0.008
H -2.934 -3.449 2.355  0.351
H -1.648 -4.980 3.789  0.381
H 0.735 -5.430 3.305  0.357
H 1.832 -4.325 1.377  0.442
H 0.539 -2.843 -0.084  -0.247
H -3.873 -0.132 -1.475  0.238
H -4.559 0.092 -3.821  0.453
H -3.155 1.370 -5.412  0.359
H -1.052 2.414 -4.631  0.457
H -0.333 2.154 -2.296  0.485
H -0.513 3.554 0.684  0.442
H -1.654 5.671 1.257  0.423
H -4.108 5.712 1.555  0.354
H -5.426 3.639 1.250  0.446
H -4.288 1.539 0.620  0.155
Cl 0.807 -1.401 3.936  -0.404
Ge 1.363 0.133 2.378  0.308
Cl -0.062 1.750 3.100  -0.371
Cl 3.184 0.926 3.403  -0.380
I 2.124 -2.552 -2.636  -0.161
C 0.919 -0.792 -2.390  -1.510
H 1.267 -0.118 -3.170  0.612
H -0.095 -1.111 -2.602  0.383
C 5.736 2.745 1.766  -1.121
C 6.329 1.465 1.186  -1.191
C 5.700 1.036 -0.158  2.432
C 6.539 -0.083 -0.801  -1.339
C 5.983 -0.562 -2.136  -1.005
C 5.722 2.234 -1.087  -0.274
O 6.751 2.737 -1.490  -0.673
N 4.505 2.753 -1.440  0.133
C 3.258 2.201 -1.141  0.074
O 2.255 2.735 -1.611  -0.712
N 3.201 1.101 -0.366  -0.059
C 4.303 0.471 0.127  -0.285
O 4.211 -0.562 0.762  -0.669
H 6.147 2.941 2.757  0.401
H 4.653 2.663 1.878  0.166
H 5.963 3.607 1.136  0.334
H 6.184 0.632 1.877  0.421
H 7.402 1.590 1.021  0.393
H 6.570 -0.905 -0.084  0.423
H 7.553 0.301 -0.925  0.446
H 4.958 -0.930 -2.036  0.060
H 6.584 -1.381 -2.535  0.477
H 5.988 0.239 -2.879  0.252
H 4.501 3.551 -2.057  0.285

The net charge is -1. The value obtained for the highest occupied orbital energy is -5.266 eV. Its total energy is -171400.45179 eV.

---

(4)
Molecular formula: C7H8I4N2
Method: DFT, the ωB97M-V functional and the def2-TZVPD basis

Last column: Mulliken charge in e.
Geometry (Å):
C 2.825 -0.055 1.694  -0.614
C 2.141 -0.311 0.572  -0.159
C 0.726 -0.135 2.195  -0.048
C -2.372 -0.076 -1.125  -1.381
C 0.487 0.579 -1.993  -0.805
C -1.647 -0.062 0.157  -0.479
C -0.209 -0.471 -0.081  -0.773
N 1.887 0.055 2.673  -0.625
N 0.778 -0.329 0.850  0.570
I -4.570 -0.007 -0.859  0.036
I 1.241 2.409 -1.291  0.130
I -1.758 1.954 1.031  0.206
I -0.213 -2.675 -0.829  0.067
H 3.880 0.133 1.975  0.363
H 2.377 -0.632 -0.464  0.264
H -0.135 -0.076 2.843  0.441
H -2.310 -0.971 -1.604  0.579
H -2.100 0.695 -1.875  0.475
H 1.384 -0.096 -2.123  0.382
H -0.371 0.718 -2.594  0.558
H -2.041 -0.646 0.847  0.814

The net charge is 0. The value obtained for the highest occupied orbital energy is -8.707 eV. Its total energy is -42767.64652 eV. As for the energy above the lowest of the compared OMol25 structures with the same formula, charge and spin: 3.2 kJ/mol.

---

(5)
Molecular formula: C26H37N4O
Method: DFT, the ωB97M-V functional and the def2-TZVPD basis

Last column: Mulliken charge in e.
Geometry (Å):
C -2.317 0.642 4.661  -0.929
N -1.476 1.187 3.539  -0.138
C -0.900 2.513 3.957  -1.001
N -2.239 1.337 2.321  -0.163
C -2.210 0.132 1.133  0.790
C -0.943 0.445 0.421  -1.513
C 0.228 0.020 0.950  -0.564
N 1.273 -0.618 0.318  0.555
C 2.615 -0.422 0.856  0.228
C 2.957 1.055 1.087  -1.420
C 3.060 1.809 -0.226  0.492
C 4.256 1.736 -0.953  -0.299
C 4.381 2.381 -2.182  -0.659
C 3.298 3.109 -2.692  -0.518
C 2.121 3.236 -1.945  -0.744
C 2.007 2.601 -0.702  0.137
C 3.486 -1.048 -0.215  -0.298
O 4.677 -1.328 -0.134  -0.682
N 2.698 -1.305 -1.309  0.837
C 3.333 -1.627 -2.584  -1.215
C 1.259 -1.202 -1.054  -1.198
C 0.496 -2.586 -1.236  2.132
C 1.091 -3.596 -0.250  -1.744
C 0.644 -3.081 -2.674  -1.858
C -0.995 -2.437 -0.985  -1.909
C -3.456 0.370 0.223  0.428
C -4.664 -0.018 0.780  -0.747
C -5.801 -0.244 -0.022  -0.607
C -5.720 -0.102 -1.411  -0.562
C -4.561 0.446 -1.976  -0.639
C -3.448 0.758 -1.145  -0.218
H -1.670 0.446 5.540  0.339
H -3.134 1.323 5.006  0.351
H -2.733 -0.329 4.357  0.348
H -0.197 2.381 4.808  0.333
H -0.315 2.906 3.109  0.344
H -1.688 3.242 4.271  0.356
H -1.917 2.192 1.816  0.509
H -3.241 1.332 2.505  0.499
H -2.224 -0.917 1.631  0.532
H -1.086 1.001 -0.536  0.127
H 0.385 0.223 2.036  0.886
H 2.739 -1.012 1.780  0.415
H 2.191 1.495 1.740  0.461
H 3.937 1.078 1.594  0.614
H 5.091 1.153 -0.546  0.416
H 5.315 2.284 -2.743  0.429
H 3.391 3.610 -3.655  0.400
H 1.279 3.823 -2.324  0.398
H 1.096 2.699 -0.099  0.245
H 4.226 -0.990 -2.770  0.311
H 3.657 -2.688 -2.577  0.333
H 2.595 -1.450 -3.385  0.420
H 0.825 -0.482 -1.777  0.650
H 0.922 -3.284 0.789  0.289
H 0.604 -4.572 -0.392  0.460
H 2.170 -3.735 -0.411  0.329
H 0.440 -2.269 -3.383  0.344
H 1.630 -3.514 -2.879  0.367
H -0.098 -3.870 -2.866  0.484
H -1.438 -1.688 -1.651  0.383
H -1.481 -3.399 -1.203  0.609
H -1.232 -2.194 0.053  0.202
H -4.717 -0.155 1.869  0.321
H -6.748 -0.505 0.460  0.376
H -6.588 -0.295 -2.043  0.385
H -4.525 0.683 -3.057  0.383
H -2.612 1.313 -1.619  0.374

As for the SMILES: CN(C)[NH2+][C@H](/C=C/N1[C@H](Cc2ccccc2)C(=O)N(C)[C@H]1C(C)(C)C)c1ccccc1. The net charge is +1. The value obtained for the highest occupied orbital energy is -10.795 eV. Its total energy is -35561.52840 eV. As for the energy above the lowest of the compared OMol25 structures with the same formula, charge and spin: 151.0 kJ/mol.

---

(6)
Molecular formula: C7H11NO
Method: DFT, the ωB97M-V functional and the def2-TZVPD basis

Last column: Mulliken charge in e.
Geometry (Å):
C -2.130 -0.846 0.910  -1.061
C -1.329 0.128 0.438  0.620
N -1.822 1.234 -0.255  -0.520
C 0.087 0.302 1.116  0.090
O 0.245 0.379 2.322  -0.574
C 1.093 0.363 0.069  0.689
C 2.095 1.467 0.046  -1.347
C 0.788 -0.446 -1.008  -0.111
C 0.458 -1.909 -0.968  -1.130
H -3.205 -0.821 0.769  0.262
H -1.738 -1.629 1.550  0.247
H -2.781 1.459 -0.012  0.243
H -1.232 2.056 -0.168  0.244
H 1.749 2.284 -0.596  0.298
H 3.057 1.126 -0.353  0.340
H 2.273 1.871 1.047  0.375
H 1.217 -0.156 -1.970  0.373
H 1.308 -2.474 -1.368  0.369
H -0.401 -2.116 -1.611  0.301
H 0.267 -2.274 0.043  0.292

As for the SMILES: C=C(N)C(=O)/C(C)=C\C. The net charge is 0. The value obtained for the highest occupied orbital energy is -8.376 eV. Its total energy is -10972.52269 eV. As for the energy above the lowest of the compared OMol25 structures with the same formula, charge and spin: 265.7 kJ/mol.

---

- Which of these has the highest highest occupied orbital energy?
  C34H36Cl3GeHgIN3O3P2

---

- Number 1 is which compound?
  C4H7NO5

---

- Number 5 is which compound?
  C26H37N4O